1.
Formula: C12H9NO8SSn
Source: the Open Molecules 2025 dataset
Level of theory: ωB97M-V with the def2-TZVPD basis set

Structure (XYZ):
```
32
Properties=species:S:1:pos:R:3:lowdin_charge:R:1
Sn -0.70 -0.31 0.41 0.932
O 1.11 -0.29 -5.68 0.077
C 1.81 -1.15 -4.93 -0.503
O 2.95 -1.07 -4.58 0.106
C 1.13 -2.55 -4.68 -0.087
O 0.84 -2.60 -3.25 -0.138
C -0.51 -2.35 -2.81 -0.130
C -0.84 -0.83 -2.82 -0.559
O -1.20 -0.26 -3.88 -0.029
O -0.63 -0.27 -1.66 -0.274
H 0.13 -0.45 -5.50 0.109
H 1.94 -3.25 -4.84 0.115
H 0.23 -2.60 -5.33 0.123
H -0.46 -2.71 -1.78 0.097
H -1.27 -2.91 -3.39 0.119
O -1.41 3.85 1.19 -0.032
C -1.19 2.62 1.37 -0.584
O -0.74 1.84 0.43 -0.194
C -1.17 2.15 2.78 -0.189
C -0.65 3.08 3.70 -0.046
C -0.16 2.70 4.93 -0.146
C 0.02 1.37 5.22 -0.131
C -0.67 0.44 4.44 -0.139
C -1.32 0.83 3.26 -0.669
S -2.30 -0.30 2.31 0.401
H -0.55 4.10 3.35 0.102
H 0.15 3.48 5.65 0.084
H 0.58 1.08 6.14 0.098
H -0.80 -0.60 4.78 0.095
O 2.48 -1.89 2.30 0.000
C 1.90 -0.99 1.75 -0.547
N 1.29 -0.17 1.10 -0.062
```

Summary:
ΔE to the lowest compared entry with this formula, charge and spin = 0.0 kcal per mole
Total charge = -2
LUMO level = 4.772 eV
E = -47128.83156 eV
Strongest force on any atom = 5.0 eV Å⁻¹

2.
Formula: C4H8N2S
Source: the Open Molecules 2025 dataset
Level of theory: ωB97M-V with the def2-TZVPD basis set

Structure (XYZ):
```
15
Properties=species:S:1:pos:R:3:lowdin_charge:R:1
C 1.43 -0.44 -0.11 -0.623
C -1.25 0.64 0.11 -0.734
C 2.03 -1.71 -0.56 -0.126
C -2.49 0.89 0.90 -0.089
N 1.93 0.70 -0.31 0.108
N -0.92 1.36 -0.84 0.100
S -0.32 -0.83 0.64 0.890
H 1.94 -2.56 0.26 0.119
H 1.61 -2.18 -1.39 0.053
H 3.05 -1.65 -0.63 0.038
H -3.17 0.21 0.65 0.036
H -2.71 1.83 0.73 0.025
H -2.34 0.94 2.03 0.115
H 1.38 1.47 0.04 0.046
H -0.19 1.33 -1.51 0.042
```

Summary:
ΔE to the lowest compared entry with this formula, charge and spin = 55.6 kcal per mole
SMILES string = [H]/N=C(/C)S/C(C)=N\[H]
LUMO level = 0.825 eV
E = -18091.33284 eV
Strongest force on any atom = 5.3 eV Å⁻¹

3.
Formula: C4H8OS
Source: the Open Molecules 2025 dataset
Level of theory: ωB97M-V with the def2-TZVPD basis set

Structure (XYZ):
```
14
Properties=species:S:1:pos:R:3:lowdin_charge:R:1
C 0.05 1.68 0.24 0.000
C 0.43 0.41 0.09 -0.192
C 0.06 -1.85 -0.70 -0.140
C -0.46 -0.81 0.37 -0.260
O 2.17 4.63 0.58 -0.657
S 1.15 4.79 -0.49 0.750
H 0.58 2.54 0.01 -0.086
H -0.96 1.89 0.50 0.055
H 1.36 -0.01 -0.20 0.078
H 1.09 -2.13 -0.33 0.079
H 0.08 -1.27 -1.61 0.043
H -0.74 -2.74 -0.92 0.118
H -0.27 -1.25 1.40 0.125
H -1.44 -0.53 0.05 0.086
```

Summary:
ΔE to the lowest compared entry with this formula, charge and spin = 85.8 kcal per mole
SMILES string = C=CCC.O=S
LUMO level (alpha / beta) = -1.680 / -1.681 eV
E = -17156.72955 eV
Strongest force on any atom = 3.1 eV Å⁻¹